{
  "formula": "C36H66BCl2O16S7",
  "method": "ωB97M-V/def2-TZVPD",
  "symbols": ["C", "C", "C", "B", "C", "Cl", "C", "C", "Cl", "O", "C", "C", "O", "H", "H", "H", "H", "H", "H", "H", "H", "H", "H", "C", "C", "C", "S", "O", "O", "C", "H", "H", "H", "H", "H", "H", "H", "H", "C", "C", "C", "S", "O", "O", "C", "H", "H", "H", "H", "H", "H", "H", "H", "C", "C", "C", "S", "O", "O", "C", "H", "H", "H", "H", "H", "H", "H", "H", "C", "C", "C", "S", "O", "O", "C", "H", "H", "H", "H", "H", "H", "H", "H", "C", "C", "C", "S", "O", "O", "C", "H", "H", "H", "H", "H", "H", "H", "H", "C", "C", "C", "S", "O", "O", "C", "H", "H", "H", "H", "H", "H", "H", "H", "C", "C", "C", "S", "O", "O", "C", "H", "H", "H", "H", "H", "H", "H", "H"],
  "coordinates": [[-4.9302, -3.6085, -1.7207], [-4.3130, -2.8613, -2.4393], [-3.4841, -1.9374, -3.2404], [-2.1259, -2.7188, -3.8756], [-0.7977, -2.4608, -2.9184], [-0.7599, -3.4052, -1.4217], [0.2215, -1.6309, -3.1073], [1.4393, -1.3990, -2.2440], [0.2336, -0.5960, -4.5449], [-2.4050, -4.2153, -3.6988], [-2.1828, -4.8752, -4.8859], [-2.4108, -3.7778, -5.9708], [-1.9365, -2.6248, -5.3095], [-5.2364, -4.4016, -1.0835], [-3.2320, -1.0976, -2.5909], [-4.1050, -1.6476, -4.0884], [1.3576, -1.8818, -1.2766], [1.5571, -0.3169, -2.1386], [2.3356, -1.7644, -2.7567], [-2.9018, -5.6812, -5.0769], [-1.1301, -5.1890, -4.9855], [-1.8016, -3.9271, -6.8663], [-3.4759, -3.6259, -6.1909], [-6.5689, 2.8366, -5.5482], [-5.3146, 2.9803, -6.4208], [-4.3028, 1.9291, -5.9471], [-5.2679, 0.5742, -5.2640], [-5.0146, 0.5069, -3.8539], [-5.1663, -0.5720, -6.1259], [-6.8711, 1.3426, -5.4960], [-7.4103, 3.4004, -5.9512], [-6.3637, 3.2094, -4.5422], [-5.5763, 2.7968, -7.4653], [-4.8936, 3.9837, -6.3606], [-3.6916, 1.5467, -6.7604], [-3.6652, 2.3095, -5.1518], [-7.5269, 1.0572, -4.6772], [-7.2743, 0.9860, -6.4438], [3.6492, -4.5561, 2.4456], [2.2262, -4.2273, 1.9799], [2.0126, -2.7234, 2.1767], [3.6227, -1.9657, 2.0328], [3.9903, -1.3858, 3.3048], [3.6830, -1.1897, 0.8179], [4.5428, -3.4862, 1.8188], [3.9555, -5.5568, 2.1431], [3.7035, -4.5018, 3.5355], [2.1246, -4.4748, 0.9206], [1.4784, -4.8038, 2.5229], [1.3585, -2.2997, 1.4162], [1.6242, -2.5027, 3.1677], [5.5172, -3.3900, 2.2931], [4.6601, -3.6480, 0.7475], [-2.3640, -3.6693, 6.2179], [-2.9273, -3.6920, 4.7905], [-1.7331, -3.7063, 3.8299], [-0.3882, -4.4974, 4.7134], [0.6604, -3.5268, 4.9308], [-0.1061, -5.7822, 4.1193], [-1.2668, -4.7321, 6.2538], [-3.1361, -3.8663, 6.9600], [-1.9355, -2.6872, 6.4322], [-3.5272, -4.5939, 4.6509], [-3.5701, -2.8404, 4.5927], [-1.9366, -4.2695, 2.9224], [-1.4107, -2.6980, 3.5746], [-0.5742, -4.6208, 7.0853], [-1.6849, -5.7383, 6.2438], [-6.9469, 1.4945, 5.1261], [-5.7476, 1.7437, 4.2012], [-4.6459, 0.7561, 4.6033], [-5.4861, -0.6738, 5.2938], [-5.1464, -0.7853, 6.6914], [-5.3363, -1.7984, 4.4024], [-7.1442, -0.0180, 5.1544], [-7.8423, 2.0053, 4.7746], [-6.7228, 1.8595, 6.1311], [-6.0424, 1.5643, 3.1656], [-5.3924, 2.7707, 4.2667], [-4.0483, 0.4355, 3.7533], [-3.9991, 1.1634, 5.3782], [-7.7417, -0.3680, 5.9930], [-7.5627, -0.3821, 4.2165], [4.6200, 1.1823, -4.3812], [3.4925, 1.1441, -5.4198], [4.1451, 1.2118, -6.8071], [5.7787, 0.4863, -6.6265], [6.7696, 1.5115, -6.8569], [5.8358, -0.7707, -7.3286], [5.6676, 0.1862, -4.8661], [4.2590, 0.9281, -3.3854], [5.0540, 2.1851, -4.3386], [2.9363, 0.2127, -5.3141], [2.7862, 1.9605, -5.2788], [3.5909, 0.6477, -7.5531], [4.2777, 2.2390, -7.1426], [6.6472, 0.3259, -4.4146], [5.3329, -0.8415, -4.7285], [2.8430, 1.2444, 4.3153], [3.7722, 2.4633, 4.2903], [2.9075, 3.6966, 3.9948], [1.2716, 3.3218, 4.6348], [0.3401, 3.2561, 3.5357], [0.9971, 4.1482, 5.7897], [1.6446, 1.6561, 5.1668], [3.3333, 0.3663, 4.7187], [2.5196, 1.0091, 3.3004], [4.2539, 2.5753, 5.2656], [4.5583, 2.3542, 3.5465], [3.2823, 4.5899, 4.4901], [2.8119, 3.8746, 2.9273], [0.7684, 1.0269, 5.0249], [1.9072, 1.7010, 6.2239], [5.7278, 6.3708, -0.9570], [6.3011, 7.0175, 0.3114], [5.5166, 6.4586, 1.5054], [4.9561, 4.8231, 1.0120], [3.5184, 4.8354, 0.9354], [5.6607, 3.8240, 1.7738], [5.6130, 4.8811, -0.6503], [6.3606, 6.5502, -1.8250], [4.7394, 6.7840, -1.1692], [7.3567, 6.7552, 0.4083], [6.2363, 8.1042, 0.2754], [6.1313, 6.3638, 2.3970], [4.6338, 7.0561, 1.7251], [4.9439, 4.3459, -1.3199], [6.5913, 4.4015, -0.6335]],
  "homo_lumo_gap_ev": 6.10,
  "total_charge": -1,
  "lumo_energy_ev": 1.600
}


{
  "formula": "C22H38FNO2PdSi3",
  "method": "ωB97M-V/def2-TZVPD",
  "symbols": ["Pd", "C", "O", "Si", "C", "C", "C", "Si", "C", "C", "C", "Si", "C", "C", "C", "H", "H", "H", "H", "H", "H", "H", "H", "H", "H", "H", "H", "H", "H", "H", "H", "H", "H", "H", "H", "H", "H", "H", "H", "H", "H", "H", "O", "C", "C", "C", "C", "C", "C", "N", "H", "H", "H", "H", "H", "H", "H", "F", "C", "C", "C", "C", "C", "C", "H", "H", "H", "H"],
  "coordinates": [[0.2307, 0.5165, -0.5245], [0.2808, 0.8019, 3.9567], [0.1632, 0.4193, 2.6027], [-0.6668, -0.9927, 2.1638], [0.1026, -2.4252, 3.1268], [-2.3728, -0.7435, 2.9531], [-0.6535, -1.2317, 0.3355], [-2.3147, -1.0178, -0.5322], [-2.2634, -1.0508, -2.4237], [-3.1469, 0.6319, -0.0604], [-3.4924, -2.4431, -0.1220], [0.5506, -2.4259, -0.4257], [2.2877, -2.3838, 0.3448], [-0.0298, -4.2256, -0.2059], [0.8161, -2.3050, -2.3020], [0.7224, 0.0119, 4.5717], [-0.6887, 1.0722, 4.3878], [0.9329, 1.6769, 4.0160], [0.0837, -2.2402, 4.2020], [1.1307, -2.6465, 2.8417], [-0.4860, -3.3282, 2.9499], [-2.2706, -0.8014, 4.0393], [-3.0964, -1.5050, 2.6692], [-2.7999, 0.2310, 2.7160], [-1.5076, -0.4205, -2.8888], [-3.2451, -0.7112, -2.7684], [-2.1295, -2.0696, -2.7851], [-2.5310, 1.2579, 0.5857], [-4.0831, 0.4464, 0.4681], [-3.3821, 1.2139, -0.9526], [-3.0564, -3.3851, -0.4559], [-4.4366, -2.3089, -0.6544], [-3.7211, -2.5455, 0.9367], [2.3476, -1.8830, 1.3087], [3.0000, -1.8822, -0.3109], [2.6264, -3.4139, 0.4810], [-0.0313, -4.5049, 0.8501], [0.6144, -4.9325, -0.7311], [-1.0463, -4.3653, -0.5783], [1.0797, -1.3092, -2.6575], [-0.0492, -2.6426, -2.8667], [1.6446, -2.9764, -2.5437], [0.0273, 1.2828, -3.3835], [0.0315, 2.6932, -3.4073], [-0.3397, 3.2622, -2.0565], [-1.0950, 4.4266, -1.9881], [-1.3295, 5.0133, -0.7574], [-0.7878, 4.4282, 0.3767], [-0.0638, 3.2592, 0.2333], [0.1477, 2.6741, -0.9581], [0.6468, 0.9489, -4.0362], [-0.6818, 3.0705, -4.1481], [1.0220, 3.0819, -3.6710], [-1.4978, 4.8557, -2.8954], [-1.9287, 5.9106, -0.6849], [-0.9330, 4.8495, 1.3608], [0.3564, 2.7501, 1.0901], [6.1855, 1.2782, 0.1503], [4.8526, 1.0946, 0.0287], [4.3098, 0.9937, -1.2344], [2.9381, 0.8075, -1.3550], [2.1360, 0.7099, -0.2160], [2.7130, 0.8163, 1.0449], [4.0831, 1.0161, 1.1682], [4.9525, 1.0622, -2.1020], [2.4958, 0.7306, -2.3386], [2.0895, 0.7261, 1.9243], [4.5565, 1.0955, 2.1379]],
  "homo_lumo_gap_ev": 7.45,
  "total_charge": 0,
  "lumo_energy_ev": -0.068
}


{
  "formula": "C24H45N4O7",
  "method": "ωB97M-V/def2-TZVPD",
  "symbols": ["C", "C", "C", "N", "C", "N", "C", "N", "N", "O", "C", "C", "C", "C", "C", "C", "C", "H", "H", "H", "H", "H", "H", "H", "H", "H", "H", "H", "H", "H", "H", "H", "H", "H", "C", "O", "C", "C", "O", "C", "C", "O", "C", "H", "H", "H", "H", "H", "H", "H", "H", "H", "H", "H", "H", "H", "H", "C", "O", "C", "C", "O", "C", "C", "O", "C", "H", "H", "H", "H", "H", "H", "H", "H", "H", "H", "H", "H", "H", "H"],
  "coordinates": [[8.6319, 5.4144, 0.2720], [7.4831, 4.2704, 0.0776], [8.2807, 2.9117, -0.2981], [7.5926, 2.0752, -1.3213], [7.5349, 0.7462, -1.1446], [6.8994, -0.0871, -2.1638], [7.0572, -1.4309, -1.6428], [7.7414, -1.3890, -0.3704], [8.0090, -0.0874, -0.0793], [6.4819, 4.6350, -0.8875], [5.2541, 5.0813, -0.2507], [4.4257, 3.8515, 0.3784], [4.5676, 3.3536, 1.8391], [3.8212, 2.1512, 2.4626], [2.8358, 1.3712, 1.5619], [2.6606, 1.8744, 0.0823], [3.4164, 3.0849, -0.5315], [8.3021, 6.1054, 1.1182], [9.5481, 4.8365, 0.6790], [8.8669, 5.9436, -0.7076], [7.0648, 4.1042, 1.1407], [8.5040, 2.3544, 0.6786], [9.3043, 3.2179, -0.7407], [7.1877, 2.4299, -2.2036], [6.7163, -2.4017, -2.1205], [8.0210, -2.1475, 0.2659], [8.4770, 0.2269, 0.7794], [5.4008, 5.9474, 0.4856], [4.5947, 5.5045, -1.0971], [5.3237, 3.9158, 2.5029], [4.0695, 1.9001, 3.5488], [2.2897, 0.4825, 2.0122], [1.9170, 1.3394, -0.5895], [3.2397, 3.3893, -1.6168], [2.1115, -1.8091, -0.6287], [0.7585, -1.9498, -1.0107], [0.5820, -1.8408, -2.4208], [-0.7327, -2.4828, -2.8465], [-0.6605, -3.9062, -2.9375], [-0.6218, -4.6093, -1.6935], [-1.9622, -4.6134, -0.9675], [-2.1535, -3.3841, -0.2742], [-3.5166, -3.1475, 0.0272], [2.4963, -0.8262, -0.9181], [2.1710, -1.9081, 0.4568], [2.7145, -2.6046, -1.0800], [1.4118, -2.3322, -2.9447], [0.5725, -0.7753, -2.6755], [-0.9600, -2.1410, -3.8603], [-1.5635, -2.1701, -2.2124], [0.1864, -4.2431, -1.0579], [-0.3779, -5.6430, -1.9552], [-1.9747, -5.4193, -0.2246], [-2.7696, -4.7726, -1.6910], [-4.1015, -3.0679, -0.8951], [-3.5878, -2.1982, 0.5608], [-3.9153, -3.9441, 0.6615], [-10.0813, -2.9288, 2.7292], [-9.6339, -2.0205, 1.7408], [-10.5176, -0.9141, 1.5863], [-9.7973, 0.2575, 0.9306], [-8.9829, 0.9990, 1.8413], [-7.7671, 0.3674, 2.2457], [-6.7106, 0.3456, 1.1467], [-6.9664, -0.7176, 0.2338], [-6.3219, -0.5202, -1.0097], [-11.0591, -3.3411, 2.4615], [-9.3577, -3.7431, 2.7955], [-10.1325, -2.4343, 3.7048], [-10.9051, -0.6004, 2.5638], [-11.3507, -1.2370, 0.9528], [-10.5554, 0.9645, 0.5816], [-9.2263, -0.0533, 0.0546], [-7.9554, -0.6280, 2.6518], [-7.3847, 0.9798, 3.0675], [-5.7230, 0.1720, 1.5904], [-6.7098, 1.3072, 0.6209], [-6.6965, 0.3885, -1.4927], [-6.5545, -1.3706, -1.6529], [-5.2377, -0.4589, -0.8761]],
  "homo_lumo_gap_ev": 6.77,
  "total_charge": 1,
  "lumo_energy_ev": -3.402
}


{
  "formula": "C5H5FN",
  "method": "ωB97M-V/def2-TZVPD",
  "symbols": ["C", "C", "C", "C", "C", "N", "F", "H", "H", "H", "H", "H"],
  "coordinates": [[-1.1306, 0.1894, -1.2522], [-1.6262, -0.3433, 0.0802], [-0.2100, -0.0739, -0.3145], [-1.7040, -2.8092, -0.0259], [1.0982, -0.0149, 0.3451], [-1.9139, -1.6981, 0.1811], [-1.5710, -4.0341, -0.1268], [-1.7538, 0.2340, -2.1211], [-1.9816, 0.4180, 0.8059], [1.1054, 1.0435, 0.8322], [1.9612, -0.0603, -0.4211], [1.3063, -0.6853, 1.2782]],
  "homo_lumo_gap_ev": 10.03,
  "total_charge": 1,
  "smiles": "CC1=C[C@H]1[N+]#CF",
  "lumo_energy_ev": -4.533
}


{
  "formula": "CH4O",
  "method": "ωB97M-V/def2-TZVPD",
  "symbols": ["C", "O", "H", "H", "H", "H"],
  "coordinates": [[-0.6148, -0.2022, 0.0725], [0.7633, 0.1090, -0.0967], [-1.2063, 0.1287, -0.7747], [-0.6766, -1.2907, 0.1028], [-1.0018, 0.2105, 1.0073], [0.8396, 1.0514, -0.2880]],
  "homo_lumo_gap_ev": 11.53,
  "total_charge": 0,
  "smiles": "CO",
  "lumo_energy_ev": 1.051
}


{
  "formula": "C2H7N",
  "method": "ωB97M-V/def2-TZVPD",
  "symbols": ["N", "H", "H", "H", "C", "C", "H", "H", "H", "H"],
  "coordinates": [[-1.5683, 0.6645, -2.0370], [-1.8819, 1.4052, -1.4093], [-0.8344, 0.2069, -1.4943], [-2.3358, -0.0028, -1.9529], [1.3262, -0.1430, 0.6843], [0.6841, -0.6676, 1.7153], [1.1728, 0.9121, 0.4865], [2.1672, -0.6595, 0.2573], [0.0087, -0.0803, 2.3301], [0.8670, -1.6679, 2.0926]],
  "homo_lumo_gap_ev": 11.42,
  "total_charge": 0,
  "smiles": "C=C.N",
  "lumo_energy_ev": 1.100
}


{
  "formula": "C5H11P",
  "method": "ωB97M-V/def2-TZVPD",
  "symbols": ["C", "C", "C", "C", "C", "P", "H", "H", "H", "H", "H", "H", "H", "H", "H", "H", "H"],
  "coordinates": [[0.4382, 0.3185, -0.4396], [1.4294, -0.6492, -0.4477], [2.2758, -0.9866, 0.6647], [-2.0538, -1.5628, -0.3610], [-1.0855, 2.3743, 0.2297], [-0.0183, 1.1491, 1.1105], [-0.2061, 0.4746, -1.3074], [1.5538, -1.1062, -1.3655], [1.9647, -0.3894, 1.5268], [3.2799, -0.6142, 0.5242], [2.2641, -2.1048, 0.8856], [-1.7389, -1.0173, -1.3328], [-1.1949, -1.9987, 0.1455], [-2.9990, -1.8001, -0.0468], [-1.2850, 3.3328, 0.9389], [-0.5867, 2.6858, -0.6797], [-2.0377, 1.8943, -0.0455]],
  "homo_lumo_gap_ev": [8.38, 8.73],
  "total_charge": 0,
  "multiplicity": 3,
  "s_squared": 2.025,
  "lumo_energy_ev": [1.085, -0.746]
}


{
  "formula": "C4H4AlCl2N2O3SSc",
  "method": "ωB97M-V/def2-TZVPD",
  "symbols": ["Al", "Sc", "Cl", "Cl", "C", "C", "C", "O", "O", "O", "N", "C", "N", "S", "H", "H", "H", "H"],
  "coordinates": [[0.3460, 0.8349, -5.4320], [-0.2187, 0.2979, 0.1632], [-0.5561, 0.9072, -3.4680], [1.1752, -0.6047, -1.3871], [-0.5764, -1.5096, 1.3276], [-0.3696, 1.7011, -7.2737], [0.8000, -0.9391, -6.4409], [-1.1783, -2.0936, 2.1226], [-0.6845, 1.7362, -8.3894], [0.7199, -1.9553, -7.0046], [-0.6595, 0.9859, 4.9598], [0.1420, 0.3551, 4.0614], [0.7704, -0.7297, 4.5135], [0.4274, 1.0281, 2.4592], [-0.9892, 0.5232, 5.7884], [-1.1335, 1.8213, 4.6532], [1.4505, -1.2057, 3.9493], [0.5344, -1.1532, 5.3975]],
  "homo_lumo_gap_ev": 5.29,
  "total_charge": 4,
  "lumo_energy_ev": -16.804
}


| no. | DFT total energy (a.u.) |
| --- | --- |
| 1 | -6347.68363 |
| 2 | -2162.63246 |
| 3 | -1686.59121 |
| 4 | -347.68035 |
| 5 | -115.71673 |
| 6 | -135.11325 |
| 7 | -538.28761 |
| 8 | -2810.17404 |